C47H101N5O6S | ωB97M-V/def2-TZVPD

Values from the calculation:
Total energy = -2974.2824 hartree
Energy above the lowest of the compared OMol25 structures with the same formula, charge and spin = 181.5 kcal/mol
Kohn-Sham gap = 7.776 eV
Lowest unoccupied orbital energy = 0.235 eV

Bonds (Å) are listed after each position.
Atoms and positions in Å:
1 C 3.3052 19.0510 10.3474  S2 1.850, H5 1.090, H6 1.090, H7 1.090
2 S 2.2806 20.5575 10.6694  C1 1.850, O3 1.524, C4 1.835
3 O 1.8843 20.5510 12.1413  S2 1.524
4 C 3.6487 21.7490 10.3932  S2 1.835, H8 1.090, H9 1.090, H10 1.090
5 H 4.2083 18.8691 10.9300  C1 1.090
6 H 3.5785 19.0016 9.2934  C1 1.090
7 H 2.5810 18.2985 10.6597  C1 1.090
8 H 4.3688 21.5567 9.5979  C4 1.090
9 H 4.1890 21.7754 11.3395  C4 1.090
10 H 3.3882 22.7271 9.9887  C4 1.090
11 C -2.4698 10.9001 12.2713  C12 1.553, H22 1.090, H23 1.090, H24 1.090
12 C -1.3162 11.9391 12.2623  C11 1.553, C13 1.510, N17 1.494, C21 1.580
13 C -1.7619 13.0168 13.2218  C12 1.510, C14 1.589, H25 1.090, H26 1.090
14 C -0.5285 13.8385 13.7945  C13 1.589, C15 1.535, H27 1.090, H28 1.090
15 C 0.6705 13.0607 14.3539  C14 1.535, C16 1.607, H29 1.090, H30 1.090
16 C 1.0733 11.9191 13.2969  C15 1.607, N17 1.504, C19 1.441, C20 1.508
17 N -0.1510 11.1880 12.8199  C12 1.494, C16 1.504, O18 1.407
18 O 0.1266 10.0552 12.0337  N17 1.407, H40 0.960
19 C 1.8480 12.6600 12.3339  C16 1.441, H31 1.090, H32 1.090, H33 1.090
20 C 1.9862 10.9689 14.0300  C16 1.508, H34 1.090, H35 1.090, H36 1.090
21 C -1.0590 12.5448 10.8259  C12 1.580, H37 1.090, H38 1.090, H39 1.090
22 H -2.6113 10.5706 13.3006  C11 1.090
23 H -2.1806 10.0924 11.5990  C11 1.090
24 H -3.3898 11.3152 11.8597  C11 1.090
25 H -2.5139 13.7606 12.9584  C13 1.090
26 H -2.1952 12.4380 14.0374  C13 1.090
27 H -0.9108 14.3828 14.6580  C14 1.090
28 H -0.2965 14.4934 12.9546  C14 1.090
29 H 0.2511 12.7102 15.2970  C15 1.090
30 H 1.4429 13.8226 14.4580  C15 1.090
31 H 2.8299 13.0838 12.5447  C19 1.090
32 H 2.1524 12.0061 11.5167  C19 1.090
33 H 1.2684 13.4529 11.8612  C19 1.090
34 H 2.8942 11.4252 14.4242  C20 1.090
35 H 1.5262 10.3603 14.8085  C20 1.090
36 H 2.2400 10.1452 13.3628  C20 1.090
37 H -1.9388 13.0334 10.4073  C21 1.090
38 H -0.5491 11.9008 10.1093  C21 1.090
39 H -0.3011 13.3227 10.7325  C21 1.090
40 H -0.2634 9.3970 12.6137  O18 0.960
41 C 8.0540 15.2317 16.4343  C42 1.546, H52 1.090, H53 1.090, H54 1.090
42 C 7.8997 15.7703 17.8751  C41 1.546, C43 1.600, N47 1.509, C51 1.475
43 C 9.3346 15.9024 18.5715  C42 1.600, C44 1.541, H55 1.090, H56 1.090
44 C 10.0745 17.1622 18.0820  C43 1.541, C45 1.525, H57 1.090, H58 1.090
45 C 9.3188 18.4352 18.4468  C44 1.525, C46 1.554, H59 1.090, H60 1.090
46 C 7.9379 18.4386 17.7350  C45 1.554, N47 1.474, C49 1.622, C50 1.573
47 N 7.2669 17.1391 17.9174  C42 1.509, C46 1.474, O48 1.391
48 O 5.9675 17.1071 17.4220  N47 1.391, H70 0.960
49 C 7.0789 19.5157 18.5912  C46 1.622, H61 1.090, H62 1.090, H63 1.090
50 C 8.0200 18.9638 16.2550  C46 1.573, H64 1.090, H65 1.090, H66 1.090
51 C 7.1620 14.8712 18.7818  C42 1.475, H67 1.090, H68 1.090, H69 1.090
52 H 8.4454 15.9804 15.7455  C41 1.090
53 H 7.0846 14.8659 16.0956  C41 1.090
54 H 8.6347 14.3261 16.2591  C41 1.090
55 H 9.2447 15.8129 19.6541  C43 1.090
56 H 9.8971 15.0047 18.3147  C43 1.090
57 H 10.2938 17.1341 17.0146  C44 1.090
58 H 11.0141 17.0835 18.6288  C44 1.090
59 H 9.9807 19.2946 18.3402  C45 1.090
60 H 9.1808 18.2600 19.5138  C45 1.090
61 H 6.0629 19.4826 18.1980  C49 1.090
62 H 7.0155 19.2372 19.6431  C49 1.090
63 H 7.3928 20.5322 18.3537  C49 1.090
64 H 7.1000 18.6589 15.7561  C50 1.090
65 H 8.1497 20.0448 16.2042  C50 1.090
66 H 8.7597 18.3655 15.7229  C50 1.090
67 H 7.3151 14.9940 19.8539  C51 1.090
68 H 7.3916 13.8085 18.7049  C51 1.090
69 H 6.0743 14.9416 18.7948  C51 1.090
70 H 5.5179 16.6926 18.1621  O48 0.960
71 C 8.7892 26.1443 10.8646  C72 1.616, H82 1.090, H83 1.090, H84 1.090
72 C 10.3838 26.3913 10.7734  C71 1.616, C73 1.540, N77 1.523, C81 1.584
73 C 11.0772 25.1297 11.3212  C72 1.540, C74 1.545, H85 1.090, H86 1.090
74 C 12.5730 25.2511 10.9553  C73 1.545, C75 1.505, H87 1.090, H88 1.090
75 C 12.6711 25.1327 9.4578  C74 1.505, C76 1.563, H89 1.090, H90 1.090
76 C 12.0138 26.3194 8.6808  C75 1.563, N77 1.438, C79 1.545, C80 1.490
77 N 10.7768 26.6646 9.3272  C72 1.523, C76 1.438, O78 1.411
78 O 10.2051 27.8136 8.7410  N77 1.411, H100 0.960
79 C 13.0566 27.4510 8.8217  C76 1.545, H91 1.090, H92 1.090, H93 1.090
80 C 11.7675 25.9122 7.2688  C76 1.490, H94 1.090, H95 1.090, H96 1.090
81 C 10.7743 27.5833 11.7404  C72 1.584, H97 1.090, H98 1.090, H99 1.090
82 H 8.4856 25.7579 11.8375  C71 1.090
83 H 8.3862 25.4285 10.1480  C71 1.090
84 H 8.2925 27.1003 10.6989  C71 1.090
85 H 10.8983 24.8991 12.3714  C73 1.090
86 H 10.7499 24.1885 10.8795  C73 1.090
87 H 13.2676 24.7019 11.5908  C74 1.090
88 H 12.9247 26.2038 11.3511  C74 1.090
89 H 12.2359 24.1942 9.1144  C75 1.090
90 H 13.7186 25.1141 9.1567  C75 1.090
91 H 12.7840 28.3874 8.3350  C79 1.090
92 H 13.5321 27.7526 9.7550  C79 1.090
93 H 13.9219 27.2410 8.1930  C79 1.090
94 H 10.9552 26.4943 6.8336  C80 1.090
95 H 12.6114 26.0501 6.5930  C80 1.090
96 H 11.3059 24.9250 7.2903  C80 1.090
97 H 10.2322 27.4217 12.6721  C81 1.090
98 H 10.2989 28.4981 11.3864  C81 1.090
99 H 11.8260 27.8123 11.9125  C81 1.090
100 H 10.7693 28.5335 9.0326  O78 0.960
101 C 3.4636 29.3006 0.7901  C102 1.545, H112 1.090, H113 1.090, H114 1.090
102 C 3.7110 28.5141 2.0969  C101 1.545, C103 1.561, N107 1.470, C111 1.639
103 C 4.8796 29.1808 2.8895  C102 1.561, C104 1.581, H115 1.090, H116 1.090
104 C 5.1092 28.6028 4.3428  C103 1.581, C105 1.479, H117 1.090, H118 1.090
105 C 3.7970 28.5252 5.0213  C104 1.479, C106 1.532, H119 1.090, H120 1.090
106 C 2.5385 27.9424 4.3706  C105 1.532, N107 1.470, C109 1.581, C110 1.560
107 N 2.5503 28.4679 2.9978  C102 1.470, C106 1.470, O108 1.412
108 O 1.4439 28.1486 2.1811  N107 1.412, H130 0.960
109 C 2.5921 26.3668 4.4885  C106 1.581, H121 1.090, H122 1.090, H123 1.090
110 C 1.1669 28.4361 4.9262  C106 1.560, H124 1.090, H125 1.090, H126 1.090
111 C 4.1337 26.9723 1.7347  C102 1.639, H127 1.090, H128 1.090, H129 1.090
112 H 4.3273 29.4037 0.1332  C101 1.090
113 H 2.5500 29.1467 0.2159  C101 1.090
114 H 3.2811 30.3224 1.1226  C101 1.090
115 H 5.7838 29.1462 2.2818  C103 1.090
116 H 4.6182 30.2366 2.9606  C103 1.090
117 H 5.5865 27.6237 4.3817  C104 1.090
118 H 5.8456 29.1744 4.9077  C104 1.090
119 H 3.4373 29.5135 5.3075  C105 1.090
120 H 3.8445 27.9710 5.9587  C105 1.090
121 H 3.6167 25.9965 4.4547  C109 1.090
122 H 1.9147 25.9779 3.7282  C109 1.090
123 H 2.2074 26.2588 5.5026  C109 1.090
124 H 0.8071 29.4407 4.7038  C110 1.090
125 H 0.9345 28.3321 5.9861  C110 1.090
126 H 0.3316 27.8677 4.5171  C110 1.090
127 H 4.3292 26.3384 2.5996  C111 1.090
128 H 3.4811 26.3816 1.0919  C111 1.090
129 H 5.1134 26.9918 1.2573  C111 1.090
130 H 0.9180 28.9516 2.1928  O108 0.960
131 C -2.8374 26.2547 13.6421  C132 1.499, H142 1.090, H143 1.090, H144 1.090
132 C -1.7159 25.8484 12.7344  C131 1.499, C133 1.582, N137 1.517, C141 1.553
133 C -1.5607 26.9180 11.5786  C132 1.582, C134 1.618, H145 1.090, H146 1.090
134 C -1.3740 28.4792 11.9613  C133 1.618, C135 1.497, H147 1.090, H148 1.090
135 C -0.5965 28.6212 13.2328  C134 1.497, C136 1.583, H149 1.090, H150 1.090
136 C 0.2961 27.3820 13.6476  C135 1.583, N137 1.520, C139 1.489, C140 1.540
137 N -0.3895 26.0410 13.4452  C132 1.517, C136 1.520, O138 1.407
138 O -0.0362 25.0226 14.3499  N137 1.407, H160 0.960
139 C 1.5393 27.3556 12.8294  C136 1.489, H151 1.090, H152 1.090, H153 1.090
140 C 0.8817 27.5452 15.0620  C136 1.540, H154 1.090, H155 1.090, H156 1.090
141 C -1.8840 24.4012 12.1963  C132 1.553, H157 1.090, H158 1.090, H159 1.090
142 H -3.2194 25.3697 14.1510  C131 1.090
143 H -3.6643 26.5919 13.0170  C131 1.090
144 H -2.5324 27.0186 14.3573  C131 1.090
145 H -0.6940 26.7159 10.9492  C133 1.090
146 H -2.4313 26.8319 10.9283  C133 1.090
147 H -2.3793 28.8954 12.0254  C134 1.090
148 H -0.8115 29.0227 11.2022  C134 1.090
149 H -1.1548 29.0006 14.0886  C135 1.090
150 H 0.0432 29.4967 13.1215  C135 1.090
151 H 1.4103 27.3498 11.7471  C139 1.090
152 H 2.1574 28.2395 12.9869  C139 1.090
153 H 2.1004 26.4409 13.0204  C139 1.090
154 H 0.1130 27.6571 15.8266  C140 1.090
155 H 1.4525 26.7798 15.5879  C140 1.090
156 H 1.6031 28.3623 15.0736  C140 1.090
157 H -1.8639 23.5574 12.8861  C141 1.090
158 H -1.2000 24.3848 11.3478  C141 1.090
159 H -2.8668 24.4116 11.7250  C141 1.090
160 H 0.6037 24.4942 13.8673  O138 0.960